Formula: C37H48F4N2O22S
Source: OMol25
Level of theory: ωB97M-V/def2-TZVPD

Last column: Mulliken charge in e.
Atoms and positions in Å:
H (4.102, 4.127, 5.729)  0.209
C (-0.487, 3.044, 2.161)  -0.074
H (-1.287, -1.754, -0.337)  0.370
H (1.950, -6.499, 3.626)  0.228
H (-3.669, 4.690, -4.328)  0.261
C (-1.953, 5.968, -4.531)  -1.507
C (-2.032, 3.802, -3.233)  -0.491
H (-1.683, -0.208, -1.112)  0.296
H (1.742, 5.571, 8.609)  0.323
C (1.049, 3.151, 1.820)  -0.802
H (-0.741, 2.349, 3.002)  0.449
O (-2.260, 3.767, -5.500)  -0.344
C (-1.563, -0.855, -9.569)  0.562
C (1.766, 4.542, 8.250)  -0.554
H (1.317, -0.511, -6.894)  -0.174
H (-0.076, -5.428, 4.659)  0.355
H (4.802, -0.280, 4.479)  0.397
O (1.549, -9.470, 1.332)  -0.542
H (1.283, 3.083, 0.716)  0.380
H (-1.781, 4.339, 2.968)  0.378
C (0.471, 3.148, 7.070)  0.513
C (-1.621, -1.286, -1.266)  -1.506
C (-2.221, 2.492, -5.037)  0.529
H (-3.710, 0.086, -6.718)  0.193
H (1.402, 4.182, 2.130)  0.330
C (3.190, 0.085, -7.786)  -0.435
H (-2.757, 0.119, 8.799)  0.377
C (0.497, -6.331, 2.036)  -0.432
H (2.310, 3.925, 8.970)  0.310
O (-0.411, 2.390, 6.799)  -0.520
H (-3.279, -0.824, 6.031)  0.286
C (2.293, 4.432, 6.848)  0.530
O (-0.899, 4.377, 2.555)  -0.636
O (1.112, -7.260, 1.144)  -0.317
O (-0.617, -3.034, -2.618)  -0.381
H (0.844, -5.317, 1.839)  0.226
O (-1.695, -2.705, 7.288)  -0.369
O (-0.066, -4.244, -4.449)  -0.565
C (3.333, 2.566, 2.874)  0.052
H (-5.002, -0.777, -7.526)  0.437
C (1.965, 2.127, 2.571)  0.341
C (1.249, -8.430, 1.829)  0.608
H (-2.360, -1.428, 9.571)  0.365
O (3.663, 1.537, -4.762)  -0.563
C (-0.673, -1.621, -2.391)  0.836
S (0.627, -1.384, 3.490)  0.288
O (2.893, -0.425, -5.583)  -0.371
F (-2.656, 2.931, 1.035)  -0.312
C (3.346, 0.855, -5.688)  0.600
H (-1.014, -6.891, 4.301)  0.304
C (-4.029, -0.905, -7.045)  -1.300
C (-1.445, -2.880, 5.963)  0.562
O (-2.240, 2.461, -3.674)  -0.216
H (0.320, -6.973, 5.434)  0.364
H (-2.201, -1.151, -3.873)  0.091
H (-2.565, 3.992, -2.302)  0.258
C (1.601, 0.735, 2.981)  0.750
O (-0.505, -2.034, -4.626)  -0.088
H (-0.961, 3.950, -3.069)  0.266
H (5.394, 2.183, 3.728)  0.427
O (-1.122, -0.459, -10.603)  -0.562
H (-0.586, -6.374, 1.889)  0.306
H (-1.369, -0.762, -6.823)  -0.248
H (4.138, 3.417, 7.331)  0.348
C (0.939, -6.841, 3.379)  0.663
C (-1.118, -1.109, -3.727)  -0.206
H (-2.624, -1.671, -1.467)  0.371
C (-2.695, -0.959, 8.644)  -1.503
C (-1.285, 2.740, 0.824)  0.695
O (-2.845, -0.662, -9.152)  -0.379
H (-2.329, 6.463, -5.429)  0.374
O (0.443, 4.020, 8.115)  -0.329
C (-0.012, -6.505, 4.504)  -1.311
O (-2.173, 1.521, -5.729)  -0.506
N (2.208, -1.424, 4.003)  -0.566
N (0.363, 0.123, 2.795)  -0.416
C (4.061, 0.376, 3.961)  -0.721
O (-1.584, -1.711, 5.279)  -0.235
O (-1.146, -3.922, 5.463)  -0.584
H (1.962, 5.272, 6.227)  0.249
C (2.664, -0.128, 3.674)  0.391
O (-0.848, -1.555, -8.644)  -0.340
H (-0.738, -0.952, 7.758)  0.243
C (2.378, -0.781, -6.869)  1.037
H (3.593, -2.562, -7.046)  0.460
O (0.994, -8.253, 3.155)  -0.364
F (-0.947, 3.607, -0.206)  -0.254
C (-0.365, -3.206, -3.946)  0.430
H (4.303, 5.175, 7.147)  0.409
C (-1.646, -1.604, -7.463)  0.363
H (2.662, 0.328, -8.708)  0.353
H (-0.772, -0.095, -3.922)  0.104
C (3.796, 4.287, 6.765)  -1.336
C (-1.749, -1.293, 7.514)  0.590
C (4.383, 1.738, 3.560)  -0.546
C (-2.579, 4.601, -4.383)  0.564
C (-2.196, -0.782, 6.175)  -0.346
H (-2.173, 6.597, -3.666)  0.380
C (-3.039, -1.506, -8.014)  0.484
H (4.167, -0.338, -8.034)  0.286
H (-1.849, 0.233, 5.978)  0.172
H (2.177, -2.535, -8.117)  0.343
H (-3.405, -2.474, -8.373)  0.309
H (-0.869, 5.894, -4.646)  0.365
F (-1.053, 1.410, 0.516)  -0.151
H (1.998, -2.842, -6.379)  0.212
O (3.391, 1.255, -6.991)  -0.329
H (-1.476, -2.534, -6.921)  0.214
H (-4.154, -1.541, -6.166)  0.346
H (0.338, -1.280, -2.146)  0.259
C (2.545, -2.263, -7.127)  -1.470
F (3.692, 3.864, 2.496)  -0.380
H (-3.698, -1.346, 8.443)  0.368
O (1.637, 3.251, 6.378)  -0.161

The value obtained for the total energy is -4001.2134 a.u. The energy relative to the best compared isomer or geometry (same formula, charge and spin) is 249.1 kJ/mol. The value obtained for the HOMO energy is -9.218 eV. The LUMO energy is -1.29 eV. The orbital gap is 7.93 eV.